Entry 1:
A structure of composition C20H17F9FeN8O3PS2Se, computed with the ωB97M-V functional and the def2-TZVPD basis.

Cartesian coordinates (Å):
Fe 0.4175 0.1124 -0.7562
C -2.3463 0.2323 4.4559
C -1.1593 1.1026 4.0690
N -0.0163 0.3171 3.6262
C 0.1800 -0.0816 2.3626
S -1.1049 0.1275 1.1923
N 1.3517 -0.6460 2.1097
N 1.5224 -0.9147 0.8046
C 2.5368 -1.6067 0.4224
C 3.5951 -2.1158 1.3474
C 2.5776 -1.9261 -1.0198
C 3.5494 -2.7589 -1.5670
C 3.5015 -3.0489 -2.9204
C 2.4940 -2.5095 -3.7002
C 1.5652 -1.6845 -3.0858
N 1.6065 -1.4101 -1.7895
H -3.1751 0.8566 4.7967
H -2.6885 -0.3532 3.6018
H -2.0752 -0.4552 5.2596
H -1.4373 1.8165 3.2929
H -0.8131 1.6901 4.9168
H 0.8477 0.4899 4.1247
H 3.4745 -1.6409 2.3167
H 3.5185 -3.1996 1.4756
H 4.5884 -1.8897 0.9552
H 4.3293 -3.1669 -0.9409
H 4.2540 -3.6899 -3.3631
H 2.4290 -2.7024 -4.7615
H 0.7715 -1.2052 -3.6453
Se -1.1486 -2.5690 0.1086
C -2.9840 -2.2702 -0.2777
C -3.4402 -2.1417 -1.5851
C -4.7970 -1.9518 -1.8099
N -5.7075 -1.8753 -0.8403
C -5.2565 -1.9797 0.4103
C -3.9279 -2.1773 0.7429
H -2.7548 -2.1819 -2.4211
H -5.1586 -1.8462 -2.8272
H -6.0033 -1.9021 1.1949
H -3.6232 -2.2512 1.7783
F 1.1008 3.9787 -2.0584
C 2.3498 3.6210 -2.3556
F 3.1657 4.0931 -1.4144
F 2.6821 4.1998 -3.5208
S 2.4911 1.7953 -2.5088
O 3.8955 1.5495 -2.6863
O 1.6143 1.4557 -3.6017
O 1.9861 1.3460 -1.1887
F 1.1325 2.7381 2.6988
P 1.7940 3.6282 3.8825
F 0.3180 3.9030 4.5018
F 2.4448 4.4819 5.0995
F 1.6748 4.9600 2.9859
F 3.2667 3.3256 3.2995
F 1.8931 2.2714 4.8127
N -1.1090 0.4981 -2.0882
C -1.9688 0.7134 -2.8315
C -3.0304 0.8948 -3.7125
C -3.3782 -0.1736 -4.5678
N -3.6633 -1.0489 -5.2684
C -3.7662 2.1016 -3.7460
N -4.3868 3.0747 -3.7860

The value obtained for the HOMO energy (alpha / beta) is -3.21 / -3.73 eV. As for the spin multiplicity: 6. As for the total charge: -2. The total energy is -7138.1948 a.u. The LUMO energy (alpha / beta) is 3.81 / 2.67 eV. For the HOMO-LUMO gap (alpha / beta), the calculation gives 7.024 / 6.399 eV. For the energy above the lowest of the compared OMol25 structures with the same formula, charge and spin, the calculation gives 0.00 kcal/mol.

Charges computed using natural (NBO), reported in e: atom 1 (Fe): 1.435, atom 2 (C): -0.613, atom 3 (C): -0.226, atom 4 (N): -0.579, atom 5 (C): 0.338, atom 6 (S): -0.266, atom 7 (N): -0.439, atom 8 (N): -0.299, atom 9 (C): 0.193, atom 10 (C): -0.680, atom 11 (C): 0.196, atom 12 (C): -0.249, atom 13 (C): -0.153, atom 14 (C): -0.269, atom 15 (C): 0.100, atom 16 (N): -0.515, atom 17 (H): 0.200, atom 18 (H): 0.214, atom 19 (H): 0.194, atom 20 (H): 0.220, atom 21 (H): 0.225, atom 22 (H): 0.434, atom 23 (H): 0.266, atom 24 (H): 0.214, atom 25 (H): 0.217, atom 26 (H): 0.217, atom 27 (H): 0.207, atom 28 (H): 0.219, atom 29 (H): 0.224, atom 30 (Se): 0.039, atom 31 (C): -0.177, atom 32 (C): -0.279, atom 33 (C): 0.034, atom 34 (N): -0.438, atom 35 (C): 0.023, atom 36 (C): -0.280, atom 37 (H): 0.232, atom 38 (H): 0.204, atom 39 (H): 0.178, atom 40 (H): 0.223, atom 41 (F): -0.313, atom 42 (C): 0.698, atom 43 (F): -0.310, atom 44 (F): -0.329, atom 45 (S): 2.348, atom 46 (O): -0.958, atom 47 (O): -0.966, atom 48 (O): -1.053, atom 49 (F): -0.596, atom 50 (P): 2.601, atom 51 (F): -0.602, atom 52 (F): -0.598, atom 53 (F): -0.589, atom 54 (F): -0.589, atom 55 (F): -0.616, atom 56 (N): -0.591, atom 57 (C): 0.472, atom 58 (C): -0.607, atom 59 (C): 0.328, atom 60 (N): -0.432, atom 61 (C): 0.322, atom 62 (N): -0.404

***

Entry 2:
A structure of composition C20H17I2IrN10O5S, computed with the ωB97M-V functional and the def2-TZVPD basis.

Cartesian coordinates (Å):
Ir -1.1665 -0.3826 -0.1951
I 6.4318 -3.0781 -1.1527
C 4.5627 -2.2373 -1.0114
C 3.8812 -1.8604 -2.1763
C 2.6381 -1.3028 -2.0714
I 1.6069 -0.6993 -3.7595
C 1.9909 -1.1086 -0.7776
O 0.8385 -0.6215 -0.7915
C 2.7487 -1.4756 0.4102
C 2.2206 -1.2444 1.8090
N 1.2608 -0.1784 1.8243
C 0.3621 -0.0437 2.9391
C -0.6455 1.0276 2.6076
C -0.9793 1.9608 3.5739
C -1.8629 2.9849 3.2821
C -2.3784 3.0585 2.0031
C -2.0168 2.0954 1.0847
N -1.1732 1.0832 1.3655
C 3.9921 -2.0232 0.2570
H 4.3407 -2.0039 -3.1440
H 3.0805 -1.0944 2.4776
H 1.7346 -2.1561 2.1761
H 1.6586 0.7092 1.5463
H 0.8446 0.2153 3.8894
H -0.1548 -0.9947 3.1041
H -0.5284 1.8788 4.5532
H -2.1319 3.7125 4.0358
H -3.0619 3.8399 1.7052
H -2.4175 2.1144 0.0843
H 4.5663 -2.2823 1.1381
O -5.2309 -3.1195 2.9334
C -4.0752 -3.7459 3.0635
O -3.9288 -4.7342 3.7290
C -2.9009 -3.1779 2.3275
C -1.6525 -3.7633 2.3349
N -0.8392 -2.9972 1.5832
N -1.5001 -1.9477 1.0901
C -2.7494 -2.0418 1.5178
C -3.6916 -1.0232 0.9632
O -4.8582 -1.0011 1.2987
O -3.1546 -0.2441 0.0680
H -5.1858 -2.3398 2.3289
H -1.3203 -4.6664 2.8187
H 0.1144 -3.1661 1.3095
N -0.8236 -4.4875 -3.4878
N -1.2445 -3.2622 -3.0108
N -2.1244 -2.5160 -3.6396
C -2.2608 -1.4952 -2.8114
N -1.4681 -1.6602 -1.7438
N -0.8336 -2.8070 -1.8733
H -1.3403 -4.6566 -4.3445
H 0.1706 -4.4303 -3.6856
H -2.9015 -0.6456 -2.9767
S -1.6429 2.1940 -4.0294
C -1.3370 1.5551 -2.5963
N -1.1030 1.0920 -1.5396

The value obtained for the HOMO energy (alpha / beta) is -10.70 / -10.70 eV. As for the spin multiplicity: 2. As for the total charge: +1. The total energy is -2793.8040 a.u. The LUMO energy (alpha / beta) is -2.72 / -5.96 eV. For the HOMO-LUMO gap (alpha / beta), the calculation gives 7.977 / 4.738 eV. For the energy above the lowest of the compared OMol25 structures with the same formula, charge and spin, the calculation gives 0.00 kcal/mol.

Charges computed using natural (NBO), reported in e: atom 1 (Ir): 1.241, atom 2 (I): 0.312, atom 3 (C): -0.096, atom 4 (C): -0.302, atom 5 (C): -0.151, atom 6 (I): 0.280, atom 7 (C): 0.369, atom 8 (O): -0.552, atom 9 (C): 0.034, atom 10 (C): -0.243, atom 11 (N): -0.637, atom 12 (C): -0.244, atom 13 (C): 0.233, atom 14 (C): -0.239, atom 15 (C): -0.112, atom 16 (C): -0.242, atom 17 (C): 0.096, atom 18 (N): -0.446, atom 19 (C): -0.252, atom 20 (H): 0.255, atom 21 (H): 0.200, atom 22 (H): 0.192, atom 23 (H): 0.381, atom 24 (H): 0.194, atom 25 (H): 0.207, atom 26 (H): 0.235, atom 27 (H): 0.240, atom 28 (H): 0.248, atom 29 (H): 0.247, atom 30 (H): 0.238, atom 31 (O): -0.654, atom 32 (C): 0.779, atom 33 (O): -0.556, atom 34 (C): -0.228, atom 35 (C): 0.051, atom 36 (N): -0.306, atom 37 (N): -0.260, atom 38 (C): 0.057, atom 39 (C): 0.773, atom 40 (O): -0.591, atom 41 (O): -0.642, atom 42 (H): 0.512, atom 43 (H): 0.265, atom 44 (H): 0.431, atom 45 (N): -0.590, atom 46 (N): 0.187, atom 47 (N): -0.229, atom 48 (C): 0.175, atom 49 (N): -0.265, atom 50 (N): -0.037, atom 51 (H): 0.403, atom 52 (H): 0.388, atom 53 (H): 0.269, atom 54 (S): -0.131, atom 55 (C): 0.188, atom 56 (N): -0.674

***

Entry 3:
A structure of composition C20H17N2O5V, computed with the ωB97M-V functional and the def2-TZVPD basis.

Cartesian coordinates (Å):
V 0.2012 -0.1749 0.0650
O -2.7904 -2.2766 0.7566
C -2.3243 -1.3895 0.1617
O -0.9046 -1.4322 -0.1922
C -2.9223 -0.0939 -0.3302
C -2.2598 0.3500 -1.6459
C -3.0216 1.4889 -2.2985
C -2.6910 2.6830 -1.3702
C -1.7956 2.0452 -0.3248
O -1.0498 1.0368 -1.1226
C -2.5948 1.1314 0.6186
C -1.7902 0.7737 1.8495
O -2.0837 0.6517 2.9651
O -0.3547 0.5558 1.4690
H -3.9964 -0.2449 -0.4149
H -1.9518 -0.4574 -2.3033
H -4.0855 1.2667 -2.3564
H -2.6575 1.6555 -3.3092
H -3.5700 3.1358 -0.9153
H -2.1419 3.4585 -1.8994
H -1.0878 2.7084 0.1604
H -3.5098 1.5954 0.9817
C 0.3628 4.9576 -2.7419
C 0.6878 4.1733 -3.8444
C 1.2548 2.9250 -3.6622
C 1.4135 2.4398 -2.3635
C 1.1069 3.2285 -1.2496
C 0.5917 4.4958 -1.4476
N 2.0465 1.2038 -2.2209
N 1.7235 0.4742 -1.2722
C 2.4937 -0.6573 -0.9187
C 3.6432 -1.2165 -1.4478
C 4.1462 -2.2978 -0.7399
C 3.5367 -2.7846 0.4298
C 2.3822 -2.2198 0.9471
C 1.8749 -1.1402 0.2298
H -0.0293 5.9549 -2.8914
H 0.5378 4.5560 -4.8445
H 1.5655 2.3161 -4.5007
H 1.3779 2.8911 -0.2544
H 0.4065 5.1457 -0.6021
H 4.1255 -0.8274 -2.3332
H 5.0477 -2.7823 -1.0909
H 3.9821 -3.6301 0.9373
H 1.9143 -2.6092 1.8402

The value obtained for the HOMO energy is -15.36 eV. As for the spin multiplicity: 1. As for the total charge: +2. The total energy is -2201.3885 a.u. The LUMO energy is -9.37 eV. For the HOMO-LUMO gap, the calculation gives 5.995 eV. For the energy above the lowest of the compared OMol25 structures with the same formula, charge and spin, the calculation gives 0.00 kcal/mol.

Charges computed using natural (NBO), reported in e: atom 1 (V): 1.469, atom 2 (O): -0.365, atom 3 (C): 0.785, atom 4 (O): -0.542, atom 5 (C): -0.354, atom 6 (C): 0.100, atom 7 (C): -0.436, atom 8 (C): -0.429, atom 9 (C): 0.096, atom 10 (O): -0.548, atom 11 (C): -0.359, atom 12 (C): 0.791, atom 13 (O): -0.346, atom 14 (O): -0.543, atom 15 (H): 0.301, atom 16 (H): 0.254, atom 17 (H): 0.254, atom 18 (H): 0.256, atom 19 (H): 0.253, atom 20 (H): 0.255, atom 21 (H): 0.255, atom 22 (H): 0.303, atom 23 (C): -0.147, atom 24 (C): -0.191, atom 25 (C): -0.176, atom 26 (C): 0.108, atom 27 (C): -0.244, atom 28 (C): -0.206, atom 29 (N): -0.008, atom 30 (N): -0.231, atom 31 (C): 0.180, atom 32 (C): -0.211, atom 33 (C): -0.109, atom 34 (C): -0.149, atom 35 (C): -0.166, atom 36 (C): -0.162, atom 37 (H): 0.249, atom 38 (H): 0.252, atom 39 (H): 0.250, atom 40 (H): 0.223, atom 41 (H): 0.244, atom 42 (H): 0.267, atom 43 (H): 0.258, atom 44 (H): 0.260, atom 45 (H): 0.260

***

Entry 4:
The molecule C20H17N5O4S2 at a distorted geometry, computed with the ωB97M-V functional and the def2-TZVPD basis.

Cartesian coordinates (Å):
C 5.9812 1.4483 0.5144
C 4.6423 1.7543 -0.1374
O 4.1954 0.6677 -0.9696
C 3.6871 -0.3966 -0.3791
O 3.5839 -0.5503 0.8130
C 3.1828 -1.4028 -1.4055
C 1.7552 -1.0710 -1.7096
C 1.3219 -0.0638 -2.5127
S -0.4024 -0.0080 -2.5544
C -0.4066 -1.3842 -1.4519
N -1.5970 -1.8813 -1.0059
C -1.8481 -2.5632 0.1770
O -2.9822 -2.6850 0.5613
C -0.6992 -3.3359 0.7848
S 0.5193 -2.4343 1.8145
C 0.1060 -0.7679 1.5471
N -1.0997 -0.4679 1.1852
C -1.3877 0.8135 0.8508
C -2.7468 1.0169 0.3449
C -3.7911 0.2753 0.8982
C -5.0780 0.4266 0.4201
C -5.3347 1.3045 -0.6211
C -4.2979 2.0285 -1.1878
C -3.0081 1.8894 -0.7106
C -0.4393 1.8128 0.9563
C -0.7095 3.1620 0.6587
N -0.9049 4.2713 0.4404
C 0.9115 1.4972 1.3928
O 1.8502 2.2576 1.4689
N 1.0848 0.1412 1.7040
N 0.7652 -1.7977 -1.1204
H 6.3086 2.3162 1.0788
H 6.7277 1.2132 -0.2413
H 5.8859 0.6049 1.1935
H 4.7210 2.6010 -0.8211
H 3.8794 1.9621 0.6191
H 3.7901 -1.3302 -2.3063
H 3.2284 -2.4028 -0.9767
H 1.9045 0.6350 -3.0762
H -2.4262 -1.4306 -1.3782
H -0.1072 -3.7884 -0.0111
H -1.1259 -4.1007 1.4346
H -3.5808 -0.4128 1.7011
H -5.8805 -0.1467 0.8581
H -6.3409 1.4207 -0.9955
H -4.4921 2.7039 -2.0072
H -2.2023 2.4392 -1.1721
H 2.0425 -0.1615 1.8904

The value obtained for the HOMO energy is -8.87 eV. As for the spin multiplicity: 1. The total energy is -2143.5271 a.u. The LUMO energy is -0.48 eV. For the HOMO-LUMO gap, the calculation gives 8.384 eV. The SMILES is CCOC(=O)Cc1csc(NC(=O)CSc2nc(-c3ccccc3)c(C#N)c(=O)[nH]2)n1. For the energy above the lowest of the compared OMol25 structures with the same formula, charge and spin, the calculation gives 0.00 kcal/mol.

Charges computed using natural (NBO), reported in e: atom 1 (C): -0.637, atom 2 (C): -0.092, atom 3 (O): -0.498, atom 4 (C): 0.836, atom 5 (O): -0.648, atom 6 (C): -0.527, atom 7 (C): 0.146, atom 8 (C): -0.441, atom 9 (S): 0.380, atom 10 (C): 0.273, atom 11 (N): -0.644, atom 12 (C): 0.731, atom 13 (O): -0.572, atom 14 (C): -0.619, atom 15 (S): 0.330, atom 16 (C): 0.353, atom 17 (N): -0.574, atom 18 (C): 0.307, atom 19 (C): -0.053, atom 20 (C): -0.179, atom 21 (C): -0.211, atom 22 (C): -0.190, atom 23 (C): -0.206, atom 24 (C): -0.203, atom 25 (C): -0.355, atom 26 (C): 0.284, atom 27 (N): -0.302, atom 28 (C): 0.671, atom 29 (O): -0.599, atom 30 (N): -0.605, atom 31 (N): -0.523, atom 32 (H): 0.222, atom 33 (H): 0.207, atom 34 (H): 0.223, atom 35 (H): 0.192, atom 36 (H): 0.233, atom 37 (H): 0.244, atom 38 (H): 0.253, atom 39 (H): 0.251, atom 40 (H): 0.425, atom 41 (H): 0.261, atom 42 (H): 0.259, atom 43 (H): 0.241, atom 44 (H): 0.221, atom 45 (H): 0.217, atom 46 (H): 0.218, atom 47 (H): 0.231, atom 48 (H): 0.468

***

Entry 5:
A structure of composition C20H18BClF4MnN2O5S, computed with the ωB97M-V functional and the def2-TZVPD basis.

Cartesian coordinates (Å):
Mn -0.4680 0.1171 -0.6979
O 0.6178 -1.2803 0.5571
C 0.3137 -2.4473 0.8141
C -0.7408 -3.2231 0.2287
C -0.8971 -4.5321 0.7058
C -1.8734 -5.3387 0.1944
C -2.7377 -4.8761 -0.8125
C -2.6038 -3.6079 -1.2948
C -1.6016 -2.7211 -0.8027
O -1.5034 -1.5431 -1.2913
N -2.0187 -6.6992 0.6991
O -2.8964 -7.3889 0.2153
O -1.2465 -7.0733 1.5623
H 0.9129 -2.9738 1.5739
H -0.2452 -4.9123 1.4818
H -3.5008 -5.5418 -1.1896
H -3.2599 -3.2329 -2.0686
F -2.5863 2.8333 1.4971
B -1.2410 2.5797 1.5997
F -1.0113 1.2491 0.9435
F -0.4873 3.4938 0.8501
F -0.7851 2.4724 2.8897
Cl -3.8668 0.6191 -5.3134
C -3.1127 1.4592 -4.0037
C -3.2997 2.8203 -3.8347
C -2.6737 3.4362 -2.7660
C -1.8881 2.6787 -1.9140
N -1.7168 1.3647 -2.0871
C -2.3209 0.7600 -3.1126
H -3.9241 3.3743 -4.5224
H -2.7946 4.4942 -2.5840
H -1.3896 3.1276 -1.0657
H -2.1779 -0.3083 -3.2060
C 2.8051 2.1054 4.6259
C 2.8647 1.7151 3.1770
C 3.5306 0.5656 2.7636
C 3.5257 0.1802 1.4310
C 2.8681 0.9748 0.5077
C 2.2095 2.1355 0.8916
C 2.2094 2.4958 2.2236
S 2.7557 0.4180 -1.1673
C 3.6794 1.7150 -1.9788
O 1.3280 0.7026 -1.6267
H 3.3344 1.3919 5.2555
H 1.7660 2.1554 4.9548
H 3.2442 3.0921 4.7803
H 4.0316 -0.0539 3.4972
H 4.0031 -0.7409 1.1194
H 1.6521 2.7253 0.1758
H 1.6546 3.3712 2.5333
H 3.2197 2.6712 -1.7358
H 3.6348 1.5250 -3.0491
H 4.7083 1.6753 -1.6247

The value obtained for the HOMO energy (alpha / beta) is -8.74 / -8.87 eV. As for the spin multiplicity: 6. The total energy is -3692.5862 a.u. The LUMO energy (alpha / beta) is -0.37 / -0.43 eV. For the HOMO-LUMO gap (alpha / beta), the calculation gives 8.369 / 8.441 eV. For the energy above the lowest of the compared OMol25 structures with the same formula, charge and spin, the calculation gives 3.12 kcal/mol.

Charges computed using natural (NBO), reported in e: atom 1 (Mn): 1.658, atom 2 (O): -0.686, atom 3 (C): 0.466, atom 4 (C): -0.333, atom 5 (C): -0.100, atom 6 (C): -0.006, atom 7 (C): -0.137, atom 8 (C): -0.299, atom 9 (C): 0.471, atom 10 (O): -0.823, atom 11 (N): 0.525, atom 12 (O): -0.387, atom 13 (O): -0.392, atom 14 (H): 0.137, atom 15 (H): 0.244, atom 16 (H): 0.248, atom 17 (H): 0.228, atom 18 (F): -0.545, atom 19 (B): 1.362, atom 20 (F): -0.626, atom 21 (F): -0.570, atom 22 (F): -0.546, atom 23 (Cl): 0.026, atom 24 (C): -0.073, atom 25 (C): -0.169, atom 26 (C): -0.232, atom 27 (C): 0.054, atom 28 (N): -0.542, atom 29 (C): 0.027, atom 30 (H): 0.237, atom 31 (H): 0.236, atom 32 (H): 0.244, atom 33 (H): 0.236, atom 34 (C): -0.656, atom 35 (C): 0.117, atom 36 (C): -0.244, atom 37 (C): -0.184, atom 38 (C): -0.310, atom 39 (C): -0.203, atom 40 (C): -0.204, atom 41 (S): 1.284, atom 42 (C): -0.804, atom 43 (O): -1.063, atom 44 (H): 0.213, atom 45 (H): 0.240, atom 46 (H): 0.224, atom 47 (H): 0.216, atom 48 (H): 0.222, atom 49 (H): 0.245, atom 50 (H): 0.240, atom 51 (H): 0.245, atom 52 (H): 0.245, atom 53 (H): 0.243